[1]
{
  "formula": "C34H42F28O12S",
  "method": "ωB97M-V/def2-TZVPD",
  "spin_multiplicity": 1,
  "smiles": "CCCC[C@]1(CCC(F)(F)C(F)(F)C(F)(F)C(F)(F)S(F)(F)(F)(F)F)CCOC1=O.CCOC(=O)C(F)(F)F.CCOC(=O)C(F)(F)F.CCOC(=O)C(F)(F)F.CCOC(=O)C(F)(F)F.CCOC(=O)C(F)(F)F",
  "largest_force_ev_per_a": 1.92,
  "e_tot_ha": -5418.12175,
  "elements": ["C", "H", "H", "C", "F", "C", "H", "C", "F", "H", "F", "H", "C", "C", "F", "F", "H", "C", "C", "H", "H", "H", "H", "F", "O", "F", "C", "C", "H", "O", "H", "C", "H", "H", "C", "C", "F", "F", "C", "C", "C", "C", "H", "F", "F", "H", "H", "O", "O", "F", "F", "C", "H", "H", "H", "H", "C", "H", "H", "F", "H", "F", "H", "O", "F", "S", "H", "O", "O", "O", "C", "O", "C", "C", "H", "C", "H", "H", "C", "C", "C", "F", "C", "F", "C", "H", "C", "H", "F", "H", "H", "H", "H", "F", "H", "F", "C", "H", "C", "H", "C", "H", "C", "F", "F", "F", "H", "H", "O", "O", "F", "F", "O", "F", "H", "C", "F"],
  "positions_angstrom": [[-8.116, 7.794, -6.504], [-5.817, -0.906, -0.040], [-8.197, 8.755, -5.999], [-3.804, 5.842, -1.537], [-5.736, 3.143, -6.935], [0.915, 0.670, -1.595], [-5.296, 2.850, -1.322], [7.328, -6.814, 8.424], [-0.111, 2.051, -3.358], [-3.392, 1.329, 1.102], [-5.134, 7.566, -0.626], [9.270, -6.831, 4.543], [-1.461, 0.302, 1.075], [-2.953, 0.384, 1.388], [-1.845, 0.738, -3.715], [-7.636, 3.497, -7.904], [-0.992, -0.312, 1.835], [-4.880, 0.793, -0.978], [0.681, 1.755, 0.869], [5.324, -1.849, 3.991], [9.909, -8.045, 5.641], [7.249, -8.243, 4.129], [2.087, -2.248, 1.037], [1.145, 2.906, 1.426], [-7.188, 5.550, -6.310], [9.782, -0.612, 1.560], [-6.333, 5.392, -7.307], [-7.227, 6.860, -5.712], [-7.627, 6.714, -4.711], [2.318, -4.852, 0.166], [-5.014, 0.242, -1.901], [3.941, -2.698, 0.026], [-2.290, -2.038, 0.161], [-7.130, 0.757, -2.296], [8.455, -0.466, 1.506], [-5.864, 1.983, -1.006], [6.969, -7.555, 9.460], [-6.157, 5.812, -1.347], [3.893, -6.060, 1.540], [-4.130, -2.900, -0.159], [8.173, -8.677, 4.511], [-1.391, 5.018, -3.256], [2.885, -0.856, 0.301], [8.187, 0.806, 1.247], [2.000, 0.645, -2.402], [-1.604, 5.528, -4.196], [7.902, -9.490, 5.184], [-4.529, -2.941, 1.210], [-3.692, 4.755, -1.059], [6.224, -6.322, 7.856], [2.401, 2.158, -0.619], [-1.538, 5.965, -2.087], [-9.112, 7.367, -6.616], [3.512, -1.551, 1.797], [-3.483, -3.754, -0.304], [-0.830, 6.787, -2.166], [7.822, -0.896, 2.840], [5.451, -3.398, 3.167], [-1.225, -0.159, 0.126], [0.209, -0.090, -3.873], [8.740, -9.092, 3.679], [8.055, -5.785, 8.874], [-3.086, -1.273, -1.240], [7.439, -0.127, 3.667], [-1.458, 1.424, -1.665], [-0.603, 0.685, -2.758], [5.357, -3.344, 4.937], [7.809, -2.216, 2.915], [8.671, -8.678, 7.690], [4.265, -3.891, 0.766], [3.051, -1.781, 0.835], [-2.845, 6.571, -2.082], [-7.029, 1.794, -2.000], [8.992, -7.627, 5.231], [-1.356, 5.463, -1.138], [-0.817, 1.664, 1.242], [4.893, -2.217, -0.187], [-4.983, -2.931, -0.824], [7.268, -2.776, 4.128], [-4.370, -1.737, 1.812], [1.067, 1.911, -0.642], [-5.316, 7.214, -2.752], [-5.128, 6.620, -1.569], [0.484, 3.020, -1.117], [-5.119, -0.120, 0.231], [-3.058, 0.331, 2.467], [-3.809, -0.736, 0.814], [3.485, -2.963, -0.927], [1.361, 0.743, 1.449], [-0.379, 4.618, -3.293], [-6.267, 2.188, -0.022], [-5.594, 0.443, 1.029], [-6.890, 2.423, -2.868], [4.826, -6.711, 0.837], [-7.715, 7.961, -7.504], [0.929, -0.499, -0.914], [8.153, -7.639, 7.423], [7.603, -2.208, 4.994], [-3.229, -1.665, -0.245], [7.685, -3.777, 4.208], [-6.381, 3.936, -7.798], [-2.088, 4.184, -3.170], [5.760, -2.847, 4.055], [-5.798, 3.821, -8.983], [-1.105, -0.715, -2.224], [2.923, -6.915, 1.824], [-6.217, 7.255, -5.609], [-3.879, 1.207, -0.952], [-5.599, 6.217, -7.757], [-4.712, -1.533, 2.964], [-1.512, 2.663, 0.663], [-0.837, 1.925, 2.590], [8.215, -6.996, 6.267], [4.448, -5.655, 2.685], [-7.962, 2.089, -1.537], [3.365, -4.861, 0.737], [7.998, -1.204, 0.490]],
  "mulliken_charge": [-1.220, 0.524, 0.382, 0.302, -0.239, 0.468, -0.220, 0.907, -0.316, 0.861, -0.276, 0.318, -0.374, -2.296, -0.359, -0.249, 0.491, 0.411, 0.397, 0.343, 0.328, 0.266, 0.366, -0.340, -0.313, -0.258, 0.324, -0.058, 0.298, -0.543, 0.610, -0.623, 0.404, 0.413, 0.896, -0.069, -0.241, -0.223, 0.887, -0.567, -1.089, -0.883, 0.025, -0.248, -0.321, 0.421, 0.318, -0.383, -0.458, -0.236, -0.337, -0.283, 0.310, 0.245, 0.420, 0.349, 0.358, 0.086, 0.239, -0.338, 0.389, -0.251, 0.219, -0.520, -0.074, 1.488, 0.446, -0.335, -0.509, -0.263, -0.491, -0.326, -1.435, -0.231, 0.278, 0.859, 0.410, 0.277, -0.179, 0.136, 0.621, -0.249, 0.856, -0.176, -1.987, 0.288, 2.600, 0.332, -0.208, 0.305, 0.472, 0.534, 0.389, -0.258, 0.326, -0.332, 0.299, 0.346, -1.181, 0.228, 0.893, 0.143, -0.929, -0.242, -0.298, -0.256, 0.293, -0.656, -0.507, -0.630, -0.109, -0.375, -0.266, -0.205, 0.322, 0.342, -0.223]
}


[2]
{
  "formula": "C13H20BrN3O3PS",
  "method": "ωB97M-V/def2-TZVPD",
  "spin_multiplicity": 1,
  "total_charge": 1,
  "largest_force_ev_per_a": 3.10,
  "e_tot_ha": -4210.60138,
  "elements": ["H", "N", "C", "C", "H", "H", "H", "C", "N", "H", "C", "H", "C", "H", "H", "H", "C", "H", "C", "H", "P", "H", "H", "H", "N", "H", "H", "C", "C", "C", "H", "H", "H", "C", "C", "S", "Br", "O", "O", "O", "H", "C"],
  "positions_angstrom": [[0.048, -1.898, 3.324], [-1.351, -0.950, -0.853], [-0.357, -2.661, 5.288], [-0.449, -2.670, 3.903], [-2.375, -5.426, 3.499], [1.741, 4.117, -3.101], [4.157, 2.217, -2.898], [2.244, 1.354, -2.230], [-3.677, 1.062, 1.564], [2.657, 0.944, -1.295], [-1.512, -0.036, 0.072], [0.854, 2.664, -1.256], [-0.102, 0.762, -1.387], [-2.195, -5.423, 5.963], [-0.659, 1.887, 0.335], [-1.246, -3.670, 2.176], [2.573, 3.576, -3.575], [3.327, 3.114, -1.641], [0.800, 1.824, -1.969], [-1.634, 0.181, 2.665], [-2.560, -0.017, 1.610], [0.094, 3.803, -4.891], [-1.826, -1.843, -0.887], [2.305, 0.575, -2.992], [-0.763, 1.029, -0.190], [3.316, 4.343, -3.814], [0.204, -1.883, 5.790], [-1.807, -4.653, 4.000], [-0.447, -0.462, -1.810], [3.166, 2.557, -2.579], [-3.060, -1.331, 1.804], [0.325, 2.223, -2.874], [-4.596, 0.643, 1.675], [-1.708, -4.649, 5.384], [-0.985, -3.653, 6.028], [2.019, 2.858, -5.138], [0.161, -1.315, -3.360], [2.574, 3.661, -6.178], [0.414, 2.970, -5.271], [2.416, 1.494, -5.260], [-0.912, -3.650, 7.108], [-1.174, -3.664, 3.259]],
  "nbo_charge": [0.194, -0.465, -0.209, -0.233, 0.219, 0.225, 0.247, -0.405, -1.259, 0.214, 0.132, 0.215, 0.142, 0.225, 0.465, 0.193, -0.681, 0.215, -0.452, -0.021, 1.269, 0.505, 0.465, 0.250, -0.457, 0.287, 0.220, -0.197, 0.020, -0.398, -0.008, 0.246, 0.403, -0.201, -0.197, 2.335, 0.224, -0.924, -0.868, -0.924, 0.225, -0.236]
}


[3]
{
  "formula": "C19H38AlBBrCsF10LiN3O7P3S",
  "method": "ωB97M-V/def2-TZVPD",
  "spin_multiplicity": 1,
  "total_charge": 3,
  "largest_force_ev_per_a": 9.58,
  "e_tot_ha": -6726.62377,
  "elements": ["O", "C", "C", "C", "H", "S", "F", "F", "Li", "H", "H", "P", "N", "H", "H", "H", "C", "H", "H", "H", "O", "O", "F", "H", "H", "O", "H", "C", "H", "H", "F", "C", "O", "P", "C", "H", "H", "P", "Br", "H", "C", "C", "C", "F", "H", "H", "H", "C", "F", "H", "H", "N", "H", "B", "C", "Al", "H", "H", "O", "N", "F", "O", "C", "H", "H", "H", "H", "H", "F", "H", "C", "C", "C", "C", "Cs", "H", "F", "H", "H", "F", "C", "H", "C", "H", "H", "H"],
  "positions_angstrom": [[-4.721, 5.360, 1.918], [1.884, -3.953, 3.312], [-1.860, -3.808, -7.176], [-3.271, 1.885, -0.749], [4.100, 0.539, -2.335], [3.108, -3.903, -3.115], [-2.398, -6.794, -0.220], [-3.132, -5.329, 1.294], [-2.221, -4.608, -3.176], [2.433, -4.701, 2.687], [4.597, 0.110, 3.156], [0.369, 0.168, -0.218], [2.008, -1.455, -2.495], [-0.742, -1.849, -1.032], [-1.671, 3.344, -0.798], [3.800, 1.538, 5.462], [4.971, -0.881, 0.503], [-2.400, 6.369, 2.719], [2.736, 0.552, 4.448], [-6.444, 5.776, -1.492], [-3.158, 4.049, 0.369], [-0.324, 0.772, -1.551], [6.035, 0.880, -4.134], [-5.381, 6.712, 3.295], [-3.884, 2.334, -1.530], [-5.437, 3.433, 0.774], [-1.068, -1.511, 0.631], [5.278, -1.879, 1.084], [2.298, -3.961, 4.301], [-1.832, 2.524, 0.766], [-1.764, -5.361, -1.634], [4.081, -0.347, -1.667], [-3.230, 3.669, 2.785], [-2.873, -5.250, -0.318], [2.651, -0.605, -1.608], [-1.960, -2.747, -6.971], [-3.023, 7.341, 4.062], [-4.178, 3.874, 1.664], [1.067, -4.260, 0.559], [-5.113, 4.615, -1.683], [-3.261, 6.933, 3.082], [3.760, 0.657, 4.827], [-2.393, 2.953, -0.084], [5.143, 0.440, -6.203], [-4.477, 5.390, 3.997], [0.267, 0.784, -2.319], [-6.894, 4.923, 0.798], [4.167, -0.585, 5.600], [5.235, -1.216, -4.615], [5.462, -2.719, 1.709], [5.173, 1.083, -0.355], [2.142, -1.552, 2.299], [-7.048, 3.676, -0.416], [5.911, -0.077, -5.168], [4.502, 0.233, -0.302], [3.911, -4.268, -0.771], [-2.281, -5.469, -6.239], [4.138, -1.459, 4.941], [4.638, 0.886, 3.724], [2.108, 0.071, -0.650], [-3.485, -4.045, -1.313], [-2.369, -4.532, -6.039], [-5.674, 5.217, -0.963], [-2.436, -4.057, -8.066], [0.819, -4.244, 3.367], [-3.945, 1.422, -0.026], [2.993, 1.911, 0.113], [-2.654, 1.106, -1.185], [-4.381, -5.799, -0.485], [0.522, -2.230, 0.229], [-4.506, 6.079, 3.152], [-0.266, -1.532, -0.105], [-6.328, 4.330, 0.073], [2.030, -2.600, 2.741], [2.158, -5.876, 4.661], [5.184, -0.496, 5.978], [-1.865, -4.036, 0.228], [-3.409, 7.763, 2.389], [3.494, -0.755, 6.442], [7.152, -0.465, -5.629], [3.112, 0.836, 0.135], [-0.809, -4.047, -7.343], [2.436, -2.600, -2.560], [2.970, 0.467, 1.152], [-4.988, 5.936, -0.520], [4.713, -1.081, -2.165]],
  "mulliken_charge": [-0.282, -1.854, -0.518, -0.897, 0.224, -0.062, -0.293, -0.314, 0.885, 0.141, 0.239, 0.423, -0.159, 0.529, 0.295, 0.367, -0.964, 0.274, 0.181, 0.414, -0.224, -0.394, -0.382, 0.346, 0.261, -0.264, 0.566, -0.234, 0.589, 0.313, -0.467, -0.623, -0.738, 1.024, 0.100, 0.205, 0.382, 1.053, -0.441, 0.204, -1.054, -0.166, -0.236, -0.308, 0.345, 0.351, 0.301, -0.878, -0.379, 0.549, 0.793, -0.162, 0.354, 0.555, 0.368, 0.597, 0.314, 0.107, -0.518, 0.019, -0.386, -0.494, -0.906, 0.268, 0.488, 0.363, 0.409, 0.285, -0.259, -0.690, -0.296, -0.119, -0.161, 0.818, 1.097, 0.311, -0.212, 0.308, 0.347, -0.281, -0.928, 0.253, 0.492, 0.469, 0.272, 0.695]
}